A 6-piece molecular cluster, C46H56BBrFN2O26P overall at a distorted geometry. Source: OMol25; level of theory: ωB97M-V/def2-TZVPD.

The geometry in XYZ format:
```
134
C46H56BBrFN2O26P (ωB97M-V/def2-TZVPD)
C 3.97282 -4.22669 3.26291
C 4.39067 -4.45688 1.70667
C 3.89580 -3.35288 0.62273
O 4.06468 -3.70273 -0.79363
C 5.01815 -4.75852 -1.07306
N 6.47450 -4.44542 -0.83623
N 4.92927 -4.96404 -2.60744
C 2.27853 -2.94687 0.72965
C 1.98426 -1.71613 1.81803
C 0.41424 -1.53001 2.22215
C -0.51564 -0.62959 1.24973
C 0.17749 0.04197 -0.05951
C -1.87367 -1.52425 0.85598
O 1.52924 -4.07413 1.19009
C 0.89186 -4.96634 0.30149
C 1.54086 -6.48733 0.57588
C 1.52241 -6.90870 2.16985
F 0.42160 -7.91681 2.40302
C 0.86225 -4.76973 -1.29089
C -0.02527 -3.50957 -1.87365
C 0.49388 -3.29752 -3.44943
O 0.24681 -4.61553 -4.12325
B -0.70247 -5.13827 0.80343
O -1.10658 -4.97890 2.24547
O -1.81554 -5.51010 -0.11581
P 5.08223 -1.81905 0.82907
O 5.05159 -1.24636 2.51093
Br 4.39661 -0.11322 -0.58557
H 4.65747 -3.44676 3.85361
H 2.83788 -3.97059 3.45227
H 4.15834 -5.26417 3.82420
H 4.03222 -5.55246 1.41084
H 5.58338 -4.49987 1.68718
H 4.72127 -5.83827 -0.65745
H 6.88082 -4.91376 -0.00467
H 6.70942 -3.43674 -0.91310
H 5.20742 -5.95435 -2.79646
H 5.60364 -4.28752 -3.07585
H 2.02154 -2.47559 -0.30633
H 2.38450 -0.67148 1.44950
H 2.55205 -1.89436 2.85478
H -0.17348 -2.54982 2.41941
H 0.41755 -0.99661 3.29189
H -0.95114 0.27398 1.89825
H 0.93752 -0.62325 -0.64514
H 0.79870 0.98716 0.32307
H -0.68751 0.47401 -0.73448
H -2.39294 -2.00036 1.79260
H -2.63643 -0.77803 0.32478
H -1.65629 -2.36800 0.07541
H 2.57006 -6.64205 0.04119
H 0.78118 -7.23131 0.03559
H 1.30133 -6.02668 2.90617
H 2.50820 -7.44189 2.51512
H 0.34961 -5.74321 -1.75940
H 1.91274 -4.70549 -1.84160
H -1.18622 -3.75837 -1.98307
H 0.06124 -2.52136 -1.25502
H 1.68279 -3.19832 -3.42128
H -0.03381 -2.40304 -3.98892
H 0.06955 -4.46785 -5.10877
H -1.93360 -4.38120 2.21654
H -1.97354 -6.49473 -0.02796
H 4.75361 -0.27141 2.43370
O -3.73679 -7.37951 2.26871
C -4.56408 -6.80745 2.96967
C -5.04424 -7.37485 4.23935
C -5.95819 -6.73411 4.97063
O -6.41186 -7.26034 6.16623
C -6.52557 -5.43019 4.53016
O -7.37785 -4.87400 5.21459
C -6.02804 -4.85093 3.27286
C -5.11152 -5.48987 2.54314
O -4.63716 -4.95038 1.36159
H -4.62500 -8.32441 4.54646
H -7.06825 -6.61259 6.50397
H -6.43613 -3.89375 2.97355
H -3.98530 -5.60101 1.02094
O 0.28122 6.00516 -4.30361
C 0.68203 5.12301 -3.55250
C 1.56447 4.03992 -4.01382
C 1.96940 3.08532 -3.17394
O 2.80097 2.06600 -3.60018
C 1.54324 3.07849 -1.74759
O 1.91693 2.17749 -1.00414
C 0.68059 4.17450 -1.28019
C 0.27835 5.13114 -2.11911
O -0.53042 6.16594 -1.68643
H 1.86476 4.05588 -5.05368
H 2.94943 1.50264 -2.80956
H 0.39287 4.16691 -0.23641
H -0.68372 6.72586 -2.47844
O -1.49531 2.90084 2.78859
C -2.07873 2.89333 3.86681
C -1.72698 3.81731 4.95637
C -2.37099 3.77176 6.12419
O -2.04736 4.63900 7.15149
C -3.46106 2.78774 6.36830
O -4.02214 2.75768 7.45846
C -3.82931 1.87995 5.27094
C -3.18774 1.92767 4.10183
O -3.53004 1.07937 3.06484
H -0.93116 4.52598 4.76610
H -2.65229 4.40656 7.88941
H -4.63571 1.18156 5.45612
H -2.92109 1.30778 2.32913
O -3.89936 9.19883 -1.78741
C -3.92138 8.88042 -0.60371
C -3.20574 7.70001 -0.09469
C -3.26392 7.37152 1.19735
O -2.59157 6.26503 1.68295
C -4.05330 8.18049 2.16615
O -4.10276 7.84298 3.34420
C -4.74922 9.37442 1.66206
C -4.68834 9.70504 0.37066
O -5.33769 10.82728 -0.11003
H -2.63759 7.11963 -0.81030
H -2.79106 6.23970 2.64423
H -5.30483 9.96355 2.38077
H -5.14311 10.84913 -1.07228
O 4.94662 5.33351 -8.94116
C 4.01270 6.08755 -8.69171
C 3.61202 7.16981 -9.60428
C 2.60101 7.98390 -9.29486
O 2.21742 9.00136 -10.14918
C 1.84698 7.83069 -8.02046
O 0.93436 8.60590 -7.75528
C 2.23166 6.73374 -7.11901
C 3.24044 5.91736 -7.42986
O 3.60608 4.88246 -6.58878
H 4.17018 7.27121 -10.52619
H 1.46663 9.44885 -9.70134
H 1.66332 6.62284 -6.20413
H 4.36067 4.43883 -7.03381
```

Results
**HOMO-LUMO gap**: 6.64 eV
**HOMO level**: -8.4500 eV
**Total energy**: -187541.668 eV
**Relative energy (zero: lowest compared OMol25 entry of this formula, charge and spin)**: 196.9 kcal/mol